1.
ORCA calculation (ωB97M-V with the def2-TZVPD basis set) on an isolated molecule of C2ClF2N at a distorted geometry.

Last column: natural (NBO) charge in e.
Atoms and positions in Å:
C  -0.3788  0.2407  0.0209  0.610
C  0.9670  -0.4695  -0.1998  0.168
N  1.9503  -0.9492  -0.0031  -0.237
F  -0.5869  1.0751  -0.9666  -0.296
F  -0.2421  0.9860  1.0841  -0.281
Cl  -1.7095  -0.8830  0.0645  0.036

Calculated values
SMILES: N#CC(F)(F)Cl
Energy relative to the best compared isomer or geometry (same formula, charge and spin): 7.2 kcal per mole
Gap between HOMO and LUMO: 0.4895 Eh
Multiplicity: 1
E_tot: -21520.254 eV


2.
ORCA calculation (ωB97M-V with the def2-TZVPD basis set) on a structure of composition C2ClI3O at a distorted geometry.

Last column: natural (NBO) charge in e.
Atoms and positions in Å:
C  0.8360  -0.1652  -1.0408  0.644
C  0.7924  -1.1713  -0.1819  -0.729
O  1.1489  0.7743  -1.6594  -0.423
Cl  -1.6394  2.9155  1.8041  -0.249
I  -2.2773  1.5259  0.0508  0.255
I  0.4250  -0.7066  1.8404  0.255
I  0.7144  -3.1726  -0.8134  0.247

Calculated values
Energy relative to the best compared isomer or geometry (same formula, charge and spin): 21.3 kcal per mole
Gap between HOMO and LUMO: 0.2653 Eh
Multiplicity: 1
E_tot: -40944.071 eV


3.
ORCA calculation (ωB97M-V with the def2-TZVPD basis set) on an isolated molecule of C2F2O2 at a distorted geometry.

Last column: natural (NBO) charge in e.
Atoms and positions in Å:
C  -0.1641  -0.4652  0.6708  0.761
C  0.2779  0.4248  -0.6917  0.781
O  0.4647  -1.2198  1.3087  -0.458
O  1.3536  0.5187  -1.1302  -0.461
F  -1.4920  -0.2114  0.8990  -0.327
F  -0.7958  1.0859  -1.0907  -0.297

Calculated values
SMILES: O=C(F)C(=O)F
Energy relative to the best compared isomer or geometry (same formula, charge and spin): 5.5 kcal per mole
Gap between HOMO and LUMO: 0.4237 Eh
Multiplicity: 1
E_tot: -11603.422 eV


4.
ORCA calculation (ωB97M-V with the def2-TZVPD basis set) on a structure of composition C2F3I at a distorted geometry.

Last column: natural (NBO) charge in e.
Atoms and positions in Å:
C  0.8349  -0.0949  -0.7148  0.673
C  -0.7972  0.0391  0.4698  0.154
F  0.5117  0.4191  -1.8821  -0.319
F  1.0573  -1.3998  -0.7334  -0.324
F  -0.5240  -0.8169  1.3721  -0.331
I  -1.0827  1.8534  1.4885  0.148

Calculated values
Energy relative to the best compared isomer or geometry (same formula, charge and spin): 13.5 kcal per mole
Gap between HOMO and LUMO (spin up / spin down): 0.3209 / 0.2890 Eh
Multiplicity: 3
E_tot: -18321.103 eV


5.
ORCA calculation (ωB97M-V with the def2-TZVPD basis set) on a structure of composition C2F3LiNO5S2 at a distorted geometry.

Last column: natural (NBO) charge in e.
Atoms and positions in Å:
O  -4.0554  -1.3304  0.5801  -0.571
C  -3.6358  -0.2815  0.9430  1.057
O  -3.2913  0.5063  1.7795  -0.701
Li  -1.7820  1.5638  0.7384  0.931
N  0.2036  2.8834  -0.7125  -0.766
S  -2.0516  0.1827  -1.9181  0.252
O  -2.8963  0.4432  -0.5705  -0.997
S  0.9956  1.4822  -0.5185  1.900
O  -0.2138  0.9097  0.0293  -0.996
O  2.3298  2.0874  -0.7641  -0.855
C  1.4548  -0.0352  -1.6191  0.742
F  0.6049  -1.0124  -1.8873  -0.317
F  1.8798  0.3464  -2.8278  -0.337
F  2.5166  -0.6605  -1.0978  -0.344

Calculated values
Energy relative to the best compared isomer or geometry (same formula, charge and spin): 147.1 kcal per mole
Gap between HOMO and LUMO (spin up / spin down): 0.2402 / 0.2520 Eh
Charge: -1
Multiplicity: 1
E_tot: -43826.519 eV


6.
ORCA calculation (ωB97M-V with the def2-TZVPD basis set) on a cluster of 2 separate species, C2F5N in total at a distorted geometry.

Last column: natural (NBO) charge in e.
Atoms and positions in Å:
C  -0.6377  0.5760  0.3574  0.962
C  0.6359  -0.2947  -0.3424  0.517
N  0.6994  -1.5082  -0.0905  -0.034
F  -1.0060  1.4501  -0.5336  -0.260
F  -1.5820  -0.2617  0.6736  -0.254
F  1.3589  0.4826  -1.1087  -0.259
F  -1.1135  1.7915  1.7917  -0.487
F  1.6450  -2.2356  -0.7475  -0.185

Calculated values
Energy relative to the best compared isomer or geometry (same formula, charge and spin): 132.8 kcal per mole
Gap between HOMO and LUMO: 0.3858 Eh
Multiplicity: 1
E_tot: -17145.463 eV